96
Properties=species:S:1:pos:R:3:forces:R:3:mulliken_charge:R:1 method="wB97M-V/def2-TZVPD" spin_multiplicity=5 charge=+3 orbital_gap_ev="2.7 / 2.6"
C 2.337109 0.162741 -1.303530 -0.636 0.146 0.626 0.26
C 2.059793 1.878534 0.364078 1.250 -1.013 -1.042 0.51
C 3.592070 0.637493 -1.671919 0.231 0.891 0.624 -0.64
C 3.393042 2.331847 0.051505 -0.780 0.132 0.411 -1.05
C 4.129887 1.736515 -0.947697 0.024 -0.584 -0.578 -1.00
H 4.151670 0.149108 -2.473617 -0.198 0.212 0.318 0.59
H 3.787274 3.187311 0.608030 -0.121 -0.333 -0.224 0.59
H 5.131233 2.111412 -1.188634 -0.433 -0.178 0.121 0.46
N 1.599216 0.728026 -0.300290 0.629 0.554 0.020 0.90
P 0.842710 -2.041735 -0.664566 1.257 -2.169 -0.433 -0.67
P -0.513285 2.172485 1.214902 -1.567 1.546 1.019 0.35
C 1.746161 -1.062596 -1.974056 -0.198 -0.032 0.057 -1.65
H 0.983389 -0.765377 -2.713924 0.394 -0.060 0.218 0.36
H 2.522907 -1.634518 -2.505729 -0.344 0.205 0.241 0.91
C -2.119769 -0.775725 0.707405 -3.033 -0.934 0.203 0.34
O -3.223591 -1.142068 0.886746 3.630 1.209 -0.520 -0.66
C 1.222271 2.555436 1.258686 0.215 0.780 -0.355 -1.65
H 1.593277 3.486662 1.700650 0.031 -0.462 0.022 0.52
C -1.314363 3.449171 -0.010201 0.424 0.101 -0.110 1.98
C -1.223878 2.518689 2.956522 0.192 0.194 0.116 1.89
C -0.185971 -3.382044 -1.561441 0.134 0.228 0.006 1.86
C 2.307135 -2.842973 0.297858 0.206 -0.027 -0.243 2.12
C -2.696888 2.935677 -0.465407 -0.059 -0.177 0.119 -1.45
H -3.458031 3.079561 0.317390 0.299 -0.058 -0.372 0.35
H -3.028192 3.496403 -1.360809 0.170 -0.154 0.395 0.48
H -2.675347 1.863932 -0.713405 -0.124 0.368 0.083 0.11
C -1.458101 4.883246 0.532758 0.004 0.135 0.140 -1.81
H -2.210904 4.963983 1.333343 0.337 -0.018 -0.387 0.34
H -0.495773 5.272901 0.906884 -0.399 -0.104 -0.167 0.39
H -1.784627 5.544498 -0.293397 0.129 -0.310 0.320 0.49
C -0.327004 3.527063 -1.199464 0.080 -0.022 -0.099 -0.83
H -0.835053 3.988615 -2.067689 0.181 -0.049 0.357 0.62
H 0.546476 4.144522 -0.935367 -0.327 -0.145 -0.173 0.30
H 0.056577 2.542301 -1.500241 -0.063 0.346 0.067 -0.39
C -2.763124 2.557668 2.905092 -0.066 0.059 -0.155 -1.77
H -3.167051 1.656006 2.412199 0.062 0.292 0.188 0.27
H -3.159672 2.586384 3.937309 0.220 -0.024 -0.446 0.51
H -3.146198 3.446957 2.379452 0.139 -0.379 0.282 0.32
C -0.802929 1.368241 3.885642 0.067 0.021 0.151 -1.87
H -1.321302 0.433506 3.627233 0.100 0.342 0.152 0.33
H 0.285215 1.196247 3.848155 -0.409 0.107 0.046 0.35
H -1.075952 1.631987 4.924890 0.089 -0.067 -0.455 0.60
C -0.648991 3.821378 3.552209 0.038 0.108 0.024 -1.71
H -0.891368 4.716038 2.962629 0.095 -0.369 0.303 0.35
H -1.069739 3.962268 4.565794 0.197 -0.062 -0.440 0.51
H 0.447125 3.752810 3.652637 -0.388 0.070 0.065 0.36
C 1.759564 -3.902270 1.276296 0.120 -0.112 -0.080 -1.91
H 2.581544 -4.231080 1.938883 -0.336 0.137 -0.273 0.57
H 0.956033 -3.502438 1.914100 0.316 -0.257 -0.244 0.24
H 1.386534 -4.794202 0.746398 0.176 0.362 0.261 0.35
C 3.057009 -1.745056 1.092542 -0.009 -0.058 0.108 -1.58
H 3.608417 -1.066930 0.423646 -0.102 -0.299 0.309 0.39
H 2.398853 -1.140002 1.727425 0.178 -0.170 -0.129 -0.01
H 3.792582 -2.249937 1.746203 -0.256 0.241 -0.308 0.64
C 3.354529 -3.491357 -0.634120 0.072 -0.141 0.006 -1.67
H 4.166399 -3.898886 -0.003260 -0.303 0.164 -0.273 0.50
H 2.955663 -4.319692 -1.235565 0.217 0.362 0.263 0.27
H 3.813520 -2.749863 -1.308963 -0.112 -0.304 0.265 0.33
C -1.092787 -2.651988 -2.574526 -0.142 -0.040 -0.098 -1.61
H -0.520735 -2.141134 -3.367944 -0.135 -0.217 0.210 0.29
H -1.744083 -3.400596 -3.062068 0.262 0.312 0.196 0.61
H -1.735534 -1.917050 -2.066340 0.101 -0.289 -0.153 0.16
C -1.111599 -4.051170 -0.520836 0.041 -0.066 0.013 -1.28
H -1.699022 -3.296145 0.025981 0.078 -0.285 -0.192 0.16
H -1.815429 -4.721005 -1.049251 0.279 0.290 0.263 0.50
H -0.556406 -4.656571 0.210504 -0.248 0.204 -0.323 0.29
C 0.642097 -4.443982 -2.306047 0.034 -0.099 -0.053 -1.77
H 1.367465 -3.992476 -3.004921 -0.261 -0.185 0.249 0.31
H 1.185026 -5.105802 -1.612966 -0.276 0.252 -0.300 0.38
H -0.042610 -5.079577 -2.898489 0.275 0.259 0.252 0.48
Os -0.338714 -0.137012 0.345035 -2.078 1.163 -2.278 1.31
N -0.941424 0.404657 -1.567479 -1.216 0.432 -3.307 0.30
C -1.242146 0.700252 -2.665424 0.906 -0.802 3.329 0.68
C -1.566363 1.101609 -3.985578 -0.369 0.210 -1.005 -0.30
C -2.650490 0.505672 -4.677665 1.233 -0.155 2.447 -0.11
C -0.794032 2.111761 -4.615470 -0.081 -1.152 2.072 -0.02
C -2.950200 0.919832 -5.977667 -0.117 0.999 -2.117 -0.57
H -3.242383 -0.270564 -4.184820 0.163 0.234 -0.177 0.56
C -1.109465 2.510545 -5.916205 -1.085 0.251 -2.286 -0.65
H 0.036808 2.570106 -4.071423 -0.256 -0.132 -0.200 0.51
C -2.184309 1.918880 -6.600109 0.231 0.203 0.011 -0.51
H -3.788819 0.460073 -6.510257 0.287 0.169 0.162 0.47
H -0.513738 3.291107 -6.400142 -0.229 -0.279 0.137 0.47
H -2.426035 2.238068 -7.618990 0.100 -0.134 0.425 0.46
C 0.862061 -1.465294 4.895824 0.747 0.475 0.728 -0.65
N -0.014180 -2.142930 3.958553 -0.674 0.832 -2.484 0.48
C -0.682763 -3.376732 4.355753 -0.940 -1.065 -0.011 -0.75
C -0.260982 -1.680169 2.695695 0.334 -2.068 3.880 -2.38
O 0.232906 -0.659098 2.199721 1.524 0.314 1.117 0.56
H 0.963574 -2.039047 5.841403 -0.126 0.123 -0.873 0.36
H 0.436652 -0.494236 5.189231 0.277 -0.286 -0.252 0.22
H 1.870902 -1.338172 4.455879 -0.545 0.075 0.242 0.26
H -1.785286 -3.250831 4.274304 0.708 -0.155 0.130 0.32
H -0.376186 -4.212343 3.690948 -0.148 0.438 0.449 0.27
H -0.451768 -3.669366 5.400193 -0.004 0.443 -0.752 0.35
H -0.928082 -2.278146 2.093396 -0.288 -0.511 0.150 1.54